[1]
DFT (ωB97M-V/def2-TZVPD) results for C36H37N7O2SW as an isolated structure.

The geometry in XYZ format:
```
84
Properties=species:S:1:pos:R:3:lowdin_spin:R:1
W -0.09 0.30 0.43 1.666
C 2.29 1.94 -4.08 0.001
C 2.61 0.66 -3.31 0.004
C 3.62 0.93 -2.20 0.000
C 1.35 -0.05 -2.84 0.028
C 0.24 -0.15 -3.65 0.004
C -0.86 -0.93 -3.30 0.025
C -0.90 -1.67 -2.13 0.023
C -2.04 -2.61 -1.87 0.003
C 0.21 -1.57 -1.27 0.008
C 1.31 -0.75 -1.63 -0.012
H 3.21 2.48 -4.31 0.000
H 1.65 2.60 -3.50 0.000
H 1.79 1.75 -5.03 0.000
H 3.09 -0.04 -4.02 0.002
H 3.17 1.51 -1.39 0.000
H 4.46 1.49 -2.60 0.000
H 4.03 0.01 -1.77 0.000
H 0.22 0.36 -4.61 0.000
H -1.70 -1.01 -3.99 0.001
H -2.33 -3.10 -2.80 0.001
H -2.92 -2.08 -1.50 0.001
H -1.77 -3.38 -1.16 0.000
H 0.35 -2.32 -0.50 0.005
H 2.24 -0.82 -1.08 0.002
N -5.56 6.07 -0.24 0.000
C -4.80 5.05 0.22 0.000
C -5.40 3.98 0.92 0.000
C -4.64 2.94 1.38 0.000
C -3.26 2.94 1.16 0.001
C -2.64 3.99 0.47 0.001
C -3.41 5.04 0.01 0.000
S -2.37 1.60 1.71 0.007
O -0.91 1.95 1.79 0.018
O -2.95 1.04 2.88 0.002
N -2.20 0.45 0.53 0.034
C -2.61 -0.82 0.93 0.013
N -1.53 -1.58 1.09 -0.004
C -1.72 -2.83 1.53 0.003
C -2.99 -3.28 1.81 -0.002
C -4.05 -2.40 1.58 0.006
N -3.87 -1.16 1.13 -0.001
H -6.54 6.13 -0.03 0.000
H -5.13 6.88 -0.66 0.000
H -6.47 3.99 1.09 0.000
H -5.10 2.13 1.93 0.000
H -1.58 3.99 0.31 0.000
H -2.94 5.86 -0.51 0.000
H -0.84 -3.45 1.66 0.000
H -3.16 -4.28 2.18 0.000
H -5.07 -2.70 1.75 0.000
C 3.45 2.61 1.86 0.000
C 3.36 3.79 1.14 0.014
C 2.38 3.92 0.18 0.001
C 1.50 2.87 -0.05 0.013
N 1.58 1.72 0.65 0.008
C 2.54 1.61 1.59 0.012
C 0.43 2.91 -1.04 0.019
C 0.25 3.97 -1.93 -0.003
C -0.81 3.94 -2.82 0.026
C -1.69 2.87 -2.81 -0.005
C -1.51 1.82 -1.92 0.026
C -0.43 1.81 -1.03 -0.010
H 4.20 2.45 2.62 0.000
H 4.05 4.61 1.33 0.001
H 2.29 4.83 -0.39 0.000
H 2.59 0.68 2.13 0.001
H 0.93 4.81 -1.94 -0.001
H -0.95 4.76 -3.52 0.001
H -2.54 2.85 -3.49 -0.001
H -2.24 1.02 -1.90 0.001
N -0.01 -0.16 3.55 0.023
C 0.82 -1.11 3.07 0.008
C 1.21 -2.19 3.89 -0.001
C 2.08 -3.13 3.41 0.002
C 2.59 -2.99 2.11 0.000
C 2.14 -1.94 1.36 0.004
N 1.23 -1.02 1.78 0.013
H -0.35 -0.25 4.50 0.001
H -0.08 0.76 3.15 0.003
H 0.83 -2.24 4.90 0.000
H 2.39 -3.95 4.04 0.000
H 3.31 -3.68 1.71 0.000
H 2.53 -1.81 0.36 0.001
```

Properties
F_max   0.91 eV Å⁻¹
⟨S²⟩   2.0215
Charge   +2
Spin multiplicity   3
ΔE to the lowest compared entry with this formula, charge and spin   10.0 kcal/mol
E   -2392.6397 a.u.
Lowest unoccupied orbital energy (spin up / spin down)   -5.674 / -6.489 eV
Kohn-Sham gap (spin up / spin down)   7.2 / 6.4 eV

=====

[2]
DFT (ωB97M-V/def2-TZVPD) results for a 2-piece molecular cluster, N3O3 overall in a non-equilibrium geometry.

The geometry in XYZ format:
```
6
Properties=species:S:1:pos:R:3:nbo_charge:R:1
N 1.19 -1.21 0.05 -0.137
N -1.45 -0.18 -0.15 0.228
N 1.46 -0.14 0.02 0.471
O 1.89 0.93 -0.01 -0.375
O -2.66 0.12 0.07 -0.585
O -0.59 0.69 0.03 -0.603
```

Properties
F_max   3.45 eV Å⁻¹
Charge   -1
Spin multiplicity   1
ΔE to the lowest compared entry with this formula, charge and spin   47.7 kcal/mol
E   -389.8906 a.u.
Lowest unoccupied orbital energy   4.337 eV
Kohn-Sham gap   7.5 eV

=====

[3]
DFT (ωB97M-V/def2-TZVPD) results for one molecule with the formula C9H14ClN in a non-equilibrium geometry.

The geometry in XYZ format:
```
25
Properties=species:S:1:pos:R:3:nbo_charge:R:1
C 2.32 0.42 0.04 -0.219
C 1.78 1.46 0.94 -0.230
C 1.65 -0.25 -0.91 -0.151
C 1.18 2.48 0.45 -0.358
C 0.11 -0.11 -1.18 -0.330
C -0.84 0.25 -0.13 0.053
C -0.42 -1.25 -2.13 -0.602
C -2.19 -0.31 1.82 -0.415
C -0.32 -1.65 1.08 -0.402
N -1.06 -0.56 0.90 -0.255
Cl -2.03 1.47 -0.54 -0.033
H 3.36 0.31 0.01 0.203
H 1.87 1.38 2.02 0.211
H 2.09 -0.67 -1.72 0.194
H 0.79 3.22 1.11 0.196
H 0.19 0.77 -1.82 0.246
H -0.59 -2.23 -1.78 0.214
H 0.32 -1.52 -2.96 0.202
H -1.28 -0.87 -2.54 0.209
H -2.20 0.77 2.06 0.226
H -3.02 -0.36 1.13 0.222
H -2.27 -0.91 2.73 0.233
H 0.39 -1.92 0.34 0.198
H 0.94 2.58 -0.64 0.195
H -0.75 -2.49 1.71 0.191
```

Properties
F_max   5.06 eV Å⁻¹
Spin multiplicity   1
ΔE to the lowest compared entry with this formula, charge and spin   73.9 kcal/mol
E   -866.1008 a.u.
Lowest unoccupied orbital energy (spin up / spin down)   0.804 / 0.804 eV
Kohn-Sham gap (spin up / spin down)   7.3 / 7.3 eV